# C11H18O9P2S

A cluster of 2 separate species, C11H18O9P2S in total at a distorted geometry (the ωB97M-V functional and the def2-TZVPD basis, the Open Molecules 2025 dataset).

Calculated values
F_max	8.2	eV/A
HOMO	-8.5	eV
orbital gap	8.713	eV
LUMO energy	0.2	eV
SMILES string	O=P(O)(O)CO[P@](=O)(O)Oc1ccccc1.O=S1(=O)CCCC1

```
! wB97M-V def2-TZVPD RIJCOSX def2/J DEFGRID3
* xyz 0 1
O -2.010 -3.541 0.979
P -1.259 -4.573 0.176
O -2.222 -5.144 -1.045
O -0.955 -5.849 1.208
C 0.377 -3.833 -0.462
O 0.028 -2.546 -0.986
P 1.091 -1.331 -0.613
O 2.094 -1.030 -1.683
O 1.884 -1.516 0.832
O 0.158 0.087 -0.448
C -1.069 -0.220 -1.143
C -2.310 -0.645 -0.419
C -3.516 -0.985 -1.212
C -3.456 -0.885 -2.687
C -2.223 -0.424 -3.404
C -1.006 -0.083 -2.633
H -2.635 -4.404 -1.542
H -0.452 -5.488 1.966
H 0.761 -4.565 -1.241
H 1.066 -3.839 0.425
H 2.649 -0.902 0.796
H -2.247 -0.721 0.705
H -4.435 -1.335 -0.669
H -4.356 -1.161 -3.309
H -2.165 -0.356 -4.522
H -0.043 0.266 -3.104
O 1.326 4.074 -0.786
S 1.351 3.112 0.289
O 1.017 1.713 0.082
C 2.936 3.217 1.107
C 2.739 4.282 2.179
C 1.369 3.996 2.802
C 0.384 3.755 1.654
H 3.710 3.473 0.385
H 3.146 2.244 1.555
H 3.536 4.254 2.924
H 2.736 5.276 1.723
H 1.433 3.100 3.426
H 1.036 4.816 3.440
H -0.382 3.030 1.926
H -0.084 4.685 1.327
*
```

# C11H19AlClINO4

A structure of composition C11H19AlClINO4 at a distorted geometry (the ωB97M-V functional and the def2-TZVPD basis, the Open Molecules 2025 dataset).

Calculated values
F_max	6.0	eV/A
HOMO	-5.1	eV
orbital gap	7.670	eV
LUMO energy	2.5	eV

```
! wB97M-V def2-TZVPD RIJCOSX def2/J DEFGRID3
* xyz -1 1
C 1.469 4.582 1.274
C 0.179 3.738 0.737
O -0.206 4.120 -0.608
C -0.503 2.972 -1.437
C -1.595 1.961 -0.818
O -1.698 0.860 -1.781
C -2.030 -0.387 -1.100
Al -0.416 -1.243 -0.119
C -1.122 -1.815 1.748
C -1.701 -0.609 2.611
O -2.522 0.244 2.204
Cl -1.070 -0.420 4.357
C 0.110 -2.975 -1.078
C 1.688 -3.164 -1.333
C 1.886 -4.694 -1.893
I 2.869 -3.086 0.538
O 1.040 -0.075 0.082
C 1.393 0.118 1.420
N 1.740 0.130 2.587
H 1.450 5.630 0.815
H 2.431 4.033 0.937
H 1.488 4.590 2.430
H -0.699 4.035 1.436
H 0.465 2.636 0.858
H 0.440 2.394 -1.789
H -0.976 3.381 -2.415
H -2.597 2.500 -0.679
H -1.296 1.504 0.188
H -2.932 -0.298 -0.390
H -2.365 -1.126 -1.933
H -0.240 -2.348 2.272
H -1.968 -2.581 1.539
H -0.270 -3.889 -0.477
H -0.396 -3.030 -2.117
H 2.109 -2.476 -2.143
H 2.656 -5.235 -1.222
H 2.292 -4.730 -2.960
H 0.898 -5.247 -1.746
*
```

# C11H19BO3

An isolated molecule of C11H19BO3 at a distorted geometry (the ωB97M-V functional and the def2-TZVPD basis, the Open Molecules 2025 dataset).

Calculated values
F_max	3.9	eV/A
HOMO	-8.5	eV
orbital gap	8.210	eV
LUMO energy	-0.2	eV
SMILES string	CCOB1C=CC=CC1(OCC)OCC

```
! wB97M-V def2-TZVPD RIJCOSX def2/J DEFGRID3
* xyz 0 1
C -2.122 -2.398 -1.463
C -0.585 -2.019 -1.313
O -0.330 -0.898 -2.119
B 0.191 0.308 -1.660
C 0.493 1.484 -2.640
C 1.175 2.607 -2.154
C 1.793 2.635 -0.847
C 1.484 1.668 0.102
C 0.589 0.451 -0.119
O -0.563 0.448 0.717
C -1.390 1.602 0.748
C -2.068 1.616 2.051
O 1.352 -0.629 0.260
C 1.502 -0.982 1.627
C 1.660 -2.531 1.746
H -2.313 -3.351 -1.987
H -2.459 -2.531 -0.447
H -2.524 -1.655 -2.131
H -0.099 -2.899 -1.763
H -0.392 -1.757 -0.254
H 0.074 1.471 -3.583
H 1.631 3.274 -2.885
H 2.680 3.249 -0.693
H 1.959 1.623 1.015
H -0.668 2.385 0.725
H -2.256 1.622 0.054
H -3.054 1.117 2.218
H -1.377 1.363 2.795
H -2.295 2.607 2.262
H 2.288 -0.443 2.023
H 0.505 -0.752 2.156
H 2.579 -2.931 1.411
H 1.701 -2.801 2.887
H 0.837 -2.953 1.260
*
```